1.
A structure of composition C24H44Ge2OS4Ti at a distorted geometry. Source: the Open Molecules 2025 dataset; level of theory: ωB97M-V with the def2-TZVPD basis set.

The calculation puts the largest force on an atom at 2.17 eV/Å. The calculation puts the HOMO energy (alpha / beta) at -13.0 / -13.0 eV. As for the expectation value of S²: 2.0092. The calculation puts the HOMO-LUMO gap (alpha / beta) at 7.07 / 5.66 eV.

Geometry as ORCA input:
```
! wB97M-V def2-TZVPD RIJCOSX def2/J DEFGRID3
* xyz 2 3
Ge 0.55 -1.96 -0.95
Ge 2.61 0.03 0.61
Ti 0.04 0.24 0.29
S -2.58 0.34 0.43
S 0.12 1.90 -2.68
S -0.20 2.20 1.96
S -0.41 -1.05 2.45
O 0.03 1.37 -1.20
C 1.30 0.86 -3.47
C 3.33 -1.19 -0.79
C 1.06 -4.81 -0.66
C -0.94 0.13 3.73
C -1.87 2.81 1.63
C 7.54 -2.03 -1.18
C 1.05 3.39 -2.52
C 3.01 -0.74 2.37
C 0.48 -3.61 0.11
C -2.99 1.79 1.47
C -0.25 1.49 3.61
C 5.23 -2.70 -1.41
C -3.10 -1.03 1.51
C 7.13 -0.81 -0.67
C 6.58 -2.98 -1.54
C 2.94 1.99 0.66
C -1.97 -1.89 2.08
C 0.25 -2.87 -3.70
C 4.51 -0.64 2.72
C -0.55 -2.23 -2.55
C 2.42 -1.89 -1.46
C 5.77 -0.54 -0.55
C 4.25 2.62 0.16
C 4.80 -1.46 -0.92
H -3.75 -1.67 0.91
H 2.05 3.15 -2.16
H -2.30 -2.38 2.99
H 1.03 -3.44 1.04
H 0.52 4.04 -1.83
H 0.80 -0.08 -3.72
H -1.74 3.40 0.73
H 2.08 -4.62 -1.01
H 0.80 1.42 3.90
H 4.69 -1.08 3.71
H -1.01 -1.30 -2.87
H 1.08 -2.23 -4.03
H -0.69 -0.32 4.69
H -0.56 -3.84 0.39
H 2.41 -0.24 3.13
H 7.86 -0.07 -0.38
H 8.59 -2.26 -1.27
H -1.68 -2.66 1.39
H -2.02 0.22 3.67
H 2.13 0.70 -2.79
H 4.17 3.71 0.24
H -0.39 -3.05 -4.56
H -2.13 3.51 2.43
H 5.14 -1.17 2.01
H 4.51 -3.46 -1.67
H 5.47 0.40 -0.15
H 1.09 -5.70 -0.03
H 4.46 2.38 -0.88
H -1.37 -2.89 -2.24
H 4.86 0.40 2.76
H 1.09 3.85 -3.51
H 0.69 -3.83 -3.40
H 2.68 -1.78 2.33
H 2.10 2.45 0.14
H 0.45 -5.06 -1.54
H 5.11 2.32 0.76
H -3.84 2.28 1.00
H 6.90 -3.95 -1.92
H -3.72 -0.60 2.29
H 2.77 -2.61 -2.20
H -3.32 1.41 2.43
H -0.72 2.21 4.28
H 2.79 2.22 1.72
H 1.61 1.37 -4.39
*
```

Here is what Löwdin gives for the atomic charges, in e: 0.817 0.927 0.246 0.907 1.026 0.899 0.865 -0.698 -0.200 -0.337 -0.141 -0.425 -0.453 -0.063 -0.212 -0.363 -0.365 -0.440 -0.447 -0.033 -0.439 -0.057 -0.056 -0.372 -0.449 -0.157 -0.131 -0.363 -0.281 -0.068 -0.148 -0.239 0.093 0.066 0.107 0.054 0.077 0.043 0.084 0.061 0.080 0.082 0.042 0.057 0.100 0.043 0.038 0.114 0.114 0.042 0.074 0.068 0.082 0.083 0.102 0.063 0.102 0.061 0.081 0.071 0.070 0.073 0.089 0.063 0.056 -0.002 0.066 0.068 0.093 0.115 0.082 0.067 0.074 0.104 0.057 0.095



2.
The ion C4H9N2O with charge +1 at a distorted geometry. Source: the Open Molecules 2025 dataset; level of theory: ωB97M-V with the def2-TZVPD basis set.

The calculation puts the largest force on an atom at 3.80 eV/Å. The calculation puts the HOMO energy at -13.9 eV. The calculation puts the HOMO-LUMO gap at 8.51 eV. For the energy relative to the best compared isomer or geometry (same formula, charge and spin), the calculation gives 3.903 eV.

Geometry as ORCA input:
```
! wB97M-V def2-TZVPD RIJCOSX def2/J DEFGRID3
* xyz 1 1
O 0.20 1.30 1.52
N 1.54 -0.89 -1.32
N -1.53 0.43 0.33
C -1.15 0.53 1.62
C 0.93 0.95 0.55
C -0.75 -0.36 -0.55
C 0.80 -0.35 -0.18
H 2.61 -0.97 -1.42
H -0.99 -1.43 -0.40
H -1.03 -0.18 -1.61
H -1.83 1.16 2.27
H 0.86 -1.29 0.52
H 1.27 -0.50 -2.14
H -2.19 1.07 -0.10
H -0.95 -0.42 1.99
H 1.77 1.63 0.50
*
```

Here is what Löwdin gives for the atomic charges, in e: 0.104 0.067 -0.048 -0.080 0.060 -0.127 -0.279 0.149 0.135 0.152 0.184 0.203 0.026 0.163 0.126 0.163



3.
A cluster of 14 separate species, C24H76N10O14 in total at a distorted geometry. Source: the Open Molecules 2025 dataset; level of theory: ωB97M-V with the def2-TZVPD basis set.

The calculation puts the largest force on an atom at 2.13 eV/Å. The calculation puts the HOMO energy at -9.2 eV. The calculation puts the HOMO-LUMO gap at 9.19 eV. For the energy relative to the best compared isomer or geometry (same formula, charge and spin), the calculation gives 0.000 eV.

Geometry as ORCA input:
```
! wB97M-V def2-TZVPD RIJCOSX def2/J DEFGRID3
* xyz 0 1
O -1.93 -18.89 5.93
O -10.39 -20.42 10.60
O -8.23 -14.93 4.14
O -12.42 -23.13 6.19
O -10.18 -14.72 -2.10
O -7.28 -23.77 6.68
O -2.93 -22.41 4.62
O -9.32 -19.58 -2.69
O -13.24 -16.58 6.12
O -6.78 -19.44 2.75
O -6.52 -21.75 1.25
O -5.56 -14.90 1.07
O -10.51 -24.08 1.90
O -10.75 -17.24 7.03
N -7.55 -23.59 0.41
N -3.42 -20.43 3.60
N -10.92 -18.44 9.55
N -3.73 -22.42 2.49
N -6.26 -16.52 2.51
N -9.43 -19.89 8.60
N -6.57 -23.67 2.48
N -7.98 -13.56 2.33
N -4.92 -17.08 0.79
N -9.71 -13.18 3.76
C -5.54 -16.07 1.47
C -13.38 -16.72 4.68
C -12.09 -17.34 4.15
C -11.92 -21.81 6.35
C -4.19 -17.93 5.75
C -3.35 -21.79 3.65
C -8.65 -13.99 3.46
C -9.42 -15.63 -0.03
C -8.03 -19.49 3.43
C -6.55 -22.73 7.29
C -9.88 -16.10 7.01
C -6.88 -22.93 1.39
C -7.93 -18.70 4.73
C -8.55 -16.45 7.63
C -5.92 -21.77 6.27
C -7.99 -19.29 -2.29
C -10.51 -21.70 5.80
C -9.15 -18.99 2.51
C -10.52 -22.68 1.90
C -9.23 -14.55 -1.05
C -10.24 -19.63 9.67
C -2.69 -17.72 5.63
C -7.87 -19.34 -0.78
C -11.84 -22.18 2.48
H -5.93 -23.30 3.17
H -4.80 -17.07 5.44
H -4.46 -18.05 6.80
H -11.63 -16.89 6.76
H -8.17 -14.54 -1.36
H -6.77 -15.85 3.07
H -2.32 -16.97 6.34
H -6.71 -20.26 2.24
H -9.61 -19.24 7.85
H -10.10 -18.95 3.04
H -8.85 -17.98 2.20
H -11.99 -17.29 3.07
H -10.20 -20.66 5.86
H -8.82 -18.90 5.33
H -14.27 -17.31 4.49
H -5.04 -22.21 5.79
H -6.83 -19.20 -0.46
H -11.70 -18.28 10.17
H -9.26 -20.86 8.42
H -11.86 -21.09 2.49
H -9.72 -15.66 6.02
H -7.90 -17.62 4.54
H -13.52 -15.72 4.26
H -6.70 -24.44 6.32
H -8.39 -18.61 -0.16
H -10.37 -22.11 4.79
H -3.72 -20.04 2.73
H -12.60 -21.14 5.82
H -10.22 -13.30 4.62
H -9.62 -22.25 2.38
H -9.22 -19.54 1.57
H -11.88 -21.50 7.40
H -2.35 -17.39 4.65
H -8.67 -15.61 0.76
H -9.37 -16.59 -0.56
H -4.61 -18.71 5.11
H -10.45 -15.56 0.32
H -4.43 -16.86 -0.06
H -12.12 -18.39 4.48
H -8.38 -12.80 1.81
H -8.78 -16.68 8.67
H -13.88 -15.92 6.40
H -12.64 -22.70 1.96
H -11.24 -16.90 4.67
H -7.24 -22.17 7.93
H -3.35 -19.89 4.45
H -6.84 -24.63 2.54
H -8.29 -20.49 3.79
H -10.40 -15.31 7.55
H -7.64 -18.39 -2.81
H -8.10 -17.34 7.19
H -9.89 -18.88 -2.36
H -7.01 -18.96 5.24
H -12.01 -22.44 3.53
H -6.37 -17.50 2.68
H -4.16 -21.82 1.81
H -10.09 -12.64 3.01
H -9.33 -13.51 -0.70
H -7.79 -15.69 7.47
H -10.02 -14.09 -2.81
H -10.47 -22.25 0.89
H -10.89 -17.98 8.64
H -9.82 -22.30 6.39
H -7.83 -24.55 0.48
H -5.82 -23.15 7.99
H -2.25 -19.21 6.79
H -8.18 -20.34 -0.45
H -3.54 -23.40 2.42
H -4.82 -18.00 1.18
H -9.82 -24.46 1.36
H -7.65 -23.05 -0.44
H -7.34 -20.05 -2.74
H -7.18 -14.13 2.09
H -6.65 -21.49 5.51
H -5.61 -20.83 6.73
H -13.23 -23.13 5.67
*
```

These are the Löwdin partial charges, in e, on atoms 1 to 99: -0.089 0.008 0.000 -0.069 -0.075 -0.081 0.006 -0.080 -0.099 -0.090 -0.009 -0.013 -0.061 -0.143 0.175 0.189 0.154 0.151 0.193 0.163 0.191 0.171 0.161 0.159 -0.660 -0.259 -0.070 -0.309 -0.089 -0.675 -0.635 -0.078 -0.466 -0.306 -0.298 -0.643 -0.042 -0.068 -0.069 -0.317 -0.079 -0.027 -0.343 -0.338 -0.673 -0.308 -0.091 -0.070 0.092 0.075 0.081 0.040 0.113 0.060 0.110 0.036 0.053 0.060 0.073 0.079 0.053 0.062 0.112 0.049 0.070 0.100 0.083 0.073 0.078 0.070 0.110 0.078 0.041 0.054 0.088 0.107 0.099 0.090 0.057 0.107 0.114 0.052 0.058 0.038 0.080 0.102 0.073 0.092 0.073 0.098 0.083 0.059 0.095 0.053 0.107 0.119 0.117 0.110 0.055